Record 1
Here is a structure of composition C38H34IN6O4PbS2 from the Open Molecules 2025 dataset. Energies are from ωB97M-V/def2-TZVPD.

Last column: Löwdin charge in e.
Geometry (Å):
Pb1 0.2889 0.4012 0.7286  1.34
S1 -3.9987 0.7415 -1.3037  1.06
C1 -3.9626 1.8929 -0.0451  -0.40
C2 -2.7595 1.9056 0.6010  -0.22
C3 -1.8270 0.9631 0.0809  -0.40
C4 -2.3734 0.2662 -0.9629  -0.55
C5 -1.6618 -0.7419 -1.7462  -0.32
C6 -2.2454 -1.4542 -2.7958  -0.02
C7 -1.4724 -2.3348 -3.5240  -0.05
C8 -0.1328 -2.5003 -3.1946  -0.05
C9 0.3648 -1.7837 -2.1246  -0.13
N1 -0.3743 -0.9293 -1.4139  0.01
H1 -4.8272 2.5111 0.1421  0.07
H2 -2.5432 2.5765 1.4226  0.10
H3 -3.2863 -1.2946 -3.0429  0.10
H4 -1.9048 -2.8840 -4.3505  0.12
H5 0.5102 -3.1672 -3.7520  0.11
H6 1.3973 -1.8897 -1.8132  0.10
O1 0.7513 3.2724 0.1336  -0.26
N2 1.9308 3.4028 -0.4199  -0.25
C10 2.9749 3.9918 0.1942  0.00
C11 4.1801 4.0946 -0.4597  -0.04
C12 4.3067 3.5866 -1.7494  -0.05
C13 3.2269 2.9780 -2.3610  -0.02
C14 2.0337 2.8934 -1.6610  -0.42
S2 0.4837 2.2214 -2.0839  1.15
H7 2.7685 4.3633 1.1860  0.14
H8 5.0078 4.5759 0.0397  0.12
H9 5.2455 3.6735 -2.2784  0.12
H10 3.2827 2.5814 -3.3626  0.11
C15 -3.0692 -2.5304 2.4770  -0.02
C16 -2.2245 -1.5303 1.9822  -0.12
N3 -0.9762 -1.7505 1.6164  0.06
C17 -0.4862 -3.0088 1.7165  -0.13
C18 -1.2670 -4.0762 2.1906  -0.14
C19 -2.5883 -3.8049 2.5786  0.01
C20 -0.7141 -5.3989 2.2682  -0.01
C21 0.5558 -5.6409 1.8955  -0.02
C22 1.3900 -4.5786 1.4159  -0.14
C23 2.7269 -4.7931 1.0360  0.00
C24 3.4814 -3.7364 0.5987  -0.04
C25 2.8801 -2.4727 0.5377  -0.14
N4 1.6303 -2.2446 0.8732  0.04
C26 0.8856 -3.2715 1.3186  -0.15
H11 -4.0821 -2.2815 2.7619  0.12
H12 -2.5824 -0.5141 1.8729  0.08
H13 -3.2100 -4.6114 2.9482  0.13
H14 -1.3478 -6.1975 2.6333  0.12
H15 0.9720 -6.6390 1.9534  0.12
H16 3.1454 -5.7901 1.0986  0.12
H17 4.5145 -3.8621 0.3067  0.11
H18 3.4510 -1.6137 0.1951  0.11
I1 2.0948 -2.5718 -9.1154  0.91
C27 1.4626 -1.3806 -7.5307  -0.73
C28 2.3985 -0.8804 -6.6343  -0.14
C29 1.9766 -0.0926 -5.5762  -0.01
C30 0.6248 0.1909 -5.4152  -0.14
C31 -0.3054 -0.3113 -6.3195  -0.01
C32 0.1105 -1.0956 -7.3810  -0.13
C33 0.1101 0.9754 -4.2697  -0.52
O2 -1.0500 1.1304 -3.9959  0.09
O3 1.0991 1.4986 -3.4995  -0.32
H19 3.4483 -1.1050 -6.7619  0.10
H20 2.6990 0.2907 -4.8689  0.11
H21 -1.3531 -0.0810 -6.1771  0.13
H22 -0.6101 -1.4829 -8.0879  0.10
C34 0.1752 3.3142 5.6327  -0.05
N5 0.0535 2.8676 4.2505  -0.13
C35 1.2952 2.8484 3.4961  -0.06
C36 -0.9200 1.9876 3.8713  -0.49
O4 -0.7102 1.0853 3.0458  -0.11
N6 -2.1469 2.1419 4.4480  -0.14
C37 -2.6876 3.4419 4.8115  -0.05
C38 -3.1161 1.0730 4.3020  -0.04
H23 1.0926 2.9103 6.0677  0.10
H24 -0.6615 2.9567 6.2248  0.08
H25 0.2136 4.4033 5.6973  0.09
H26 1.8574 3.7466 3.7523  0.09
H27 1.0788 2.8669 2.4297  0.04
H28 1.9081 1.9735 3.7366  0.10
H29 -1.9815 4.2266 4.5572  0.09
H30 -2.9203 3.5051 5.8767  0.09
H31 -3.6095 3.6156 4.2513  0.09
H32 -2.5979 0.1193 4.2666  0.08
H33 -3.7153 1.1841 3.3921  0.09
H34 -3.7831 1.0808 5.1644  0.10

Cartesian forces, eV/Å:
-0.016 -0.018 -0.035
0.000 -0.001 -0.027
0.013 -0.001 0.024
0.008 -0.012 -0.002
-0.041 0.000 -0.003
-0.008 0.035 0.020
0.012 -0.059 -0.006
0.048 -0.018 0.024
-0.068 0.012 0.009
0.054 -0.009 0.009
-0.035 0.034 0.010
-0.011 -0.019 0.018
0.006 -0.007 0.005
-0.007 0.005 -0.016
0.005 0.003 -0.003
-0.002 -0.002 0.003
-0.005 0.000 0.004
-0.005 -0.004 -0.012
-0.024 -0.055 -0.064
0.005 0.012 0.129
-0.003 0.010 -0.038
-0.029 -0.012 0.017
0.025 0.006 -0.024
-0.033 0.003 0.007
0.022 -0.043 -0.071
0.048 0.072 0.046
-0.013 0.004 -0.011
0.001 0.000 -0.010
-0.001 -0.004 0.009
0.000 -0.007 0.000
-0.068 0.081 -0.001
0.031 0.000 -0.009
-0.003 0.030 0.006
-0.011 0.018 -0.047
0.093 0.047 -0.025
-0.021 -0.085 0.004
-0.048 0.004 0.004
0.015 -0.059 0.008
0.060 0.009 -0.006
-0.026 0.043 -0.008
-0.006 -0.051 0.018
0.026 0.058 -0.028
0.010 0.004 0.024
-0.058 -0.022 0.010
0.004 -0.002 -0.010
0.027 -0.031 0.036
0.002 0.005 0.003
0.008 0.003 0.000
-0.005 0.009 0.006
-0.004 0.000 0.004
-0.001 0.004 -0.002
-0.012 -0.009 0.005
0.002 -0.009 -0.013
-0.013 0.018 0.018
0.006 -0.003 -0.008
-0.014 -0.001 -0.006
0.005 -0.018 -0.037
0.013 0.011 0.008
0.004 -0.004 -0.008
0.043 0.010 0.070
-0.019 0.033 -0.029
-0.014 -0.010 -0.022
-0.003 0.000 0.004
0.000 -0.001 -0.003
0.004 0.000 -0.003
0.003 0.000 0.003
0.003 0.023 0.007
0.037 -0.039 0.005
-0.049 0.015 0.032
-0.087 0.045 0.028
0.069 0.001 -0.004
0.024 -0.016 0.039
-0.021 -0.001 -0.013
-0.004 -0.016 -0.028
0.006 -0.005 -0.008
0.027 -0.002 0.001
0.003 -0.002 -0.007
-0.002 0.011 -0.007
0.036 -0.013 0.010
-0.013 -0.016 -0.017
-0.017 0.021 -0.012
0.003 -0.022 0.003
0.005 0.006 -0.005
-0.008 -0.025 0.001
0.011 0.008 -0.004
0.003 0.022 -0.003

As for the lowest unoccupied orbital energy: -2.286 eV. For the HOMO energy, the calculation gives -10.1945 eV. As for the HOMO-LUMO gap: 7.9 eV. The total charge is +1. For the energy, the calculation gives -92102.649 eV. The value obtained for the energy relative to the best compared isomer or geometry (same formula, charge and spin) is 7.9 kcal per mole.

Record 2
Here is a structure of composition C38H34NO2PRhS4 in a non-equilibrium geometry from the Open Molecules 2025 dataset. Energies are from ωB97M-V/def2-TZVPD.

Last column: Löwdin charge in e.
Geometry (Å):
Rh1 1.1190 -0.8217 1.1297  0.58
C1 -2.9634 -0.6957 3.9752  -0.54
C2 -3.3827 -0.4543 2.5335  -0.50
S1 -2.0482 -0.5436 1.3112  0.88
C3 -2.2651 -2.1090 0.4522  -0.51
C4 -1.6538 -3.3257 1.1258  -0.50
S2 0.0977 -3.1265 1.5788  0.89
C5 -0.0186 -3.4065 3.3684  -0.50
C6 -0.6612 -2.3008 4.1977  -0.54
S3 -2.4734 -2.3888 4.3757  0.89
H1 -3.8072 -0.4619 4.6275  0.07
H2 -2.1523 -0.0253 4.2620  0.08
H3 -3.8132 0.5457 2.4453  0.07
H4 -4.1566 -1.1679 2.2445  0.08
H5 -1.8205 -1.9394 -0.5296  0.06
H6 -3.3318 -2.2817 0.2919  0.09
H7 -1.7312 -4.1946 0.4705  0.08
H8 -2.2021 -3.5362 2.0403  0.03
H9 1.0142 -3.5509 3.6882  0.07
H10 -0.5319 -4.3585 3.5130  0.08
H11 -0.4344 -1.3299 3.7548  0.02
H12 -0.2289 -2.3313 5.1997  0.08
O1 2.7983 1.9294 -1.0674  0.17
C7 2.2080 1.3761 -1.9500  -0.32
O2 0.1564 0.1308 -0.8430  -0.41
C8 1.2388 2.0911 -2.8559  -0.14
C9 1.7983 2.8926 -3.8439  -0.02
C10 0.9845 3.5597 -4.7476  -0.04
C11 -0.3933 3.4237 -4.6702  -0.05
C12 -0.9518 2.6409 -3.6740  -0.06
C13 -0.1468 1.9755 -2.7523  -0.20
P1 -0.8703 1.1156 -1.3397  0.81
C14 -1.2372 2.4119 -0.1533  -0.29
C15 -0.5049 2.4402 1.0302  -0.10
C16 -0.7044 3.4597 1.9478  -0.06
C17 -1.6295 4.4587 1.6855  -0.06
C18 -2.3452 4.4497 0.4954  -0.06
C19 -2.1439 3.4358 -0.4255  -0.08
C20 -2.3778 0.3746 -1.9744  -0.31
C21 -3.6517 0.6635 -1.4960  -0.09
C22 -4.7571 0.0203 -2.0312  -0.06
C23 -4.5955 -0.9211 -3.0383  -0.06
C24 -3.3270 -1.2192 -3.5159  -0.06
C25 -2.2231 -0.5711 -2.9886  -0.08
H13 2.8736 2.9954 -3.9043  0.13
H14 1.4292 4.1810 -5.5122  0.11
H15 -1.0312 3.9299 -5.3809  0.11
H16 -2.0292 2.5419 -3.6168  0.11
H17 0.2343 1.6646 1.2276  0.08
H18 -0.1273 3.4779 2.8628  0.11
H19 -1.7843 5.2545 2.4011  0.11
H20 -3.0535 5.2377 0.2809  0.11
H21 -2.6928 3.4558 -1.3586  0.11
H22 -3.7843 1.3694 -0.6890  0.10
H23 -5.7452 0.2497 -1.6560  0.11
H24 -5.4604 -1.4216 -3.4518  0.11
H25 -3.2002 -1.9528 -4.3006  0.11
H26 -1.2351 -0.8054 -3.3690  0.11
S4 5.3510 -1.8272 -0.1012  1.17
C26 4.6655 -1.1621 -1.5517  -0.43
C27 5.2234 -1.0353 -2.7841  -0.01
C28 4.4486 -0.4985 -3.8733  -0.04
C29 3.1850 -0.0902 -3.6853  0.00
C30 2.5182 -0.1004 -2.3460  -0.14
C31 3.3208 -0.7533 -1.2859  -0.20
N1 2.8843 -0.9865 -0.0650  0.05
C32 3.8642 -1.5486 0.7136  -0.47
C33 3.6144 -1.6975 2.0774  -0.24
C34 4.5685 -2.1876 3.0021  -0.04
C35 4.3189 -2.0836 4.3377  -0.07
C36 3.1356 -1.4347 4.7654  -0.05
C37 2.1947 -0.9877 3.8763  -0.10
C38 2.3484 -1.1688 2.4762  -0.27
H27 6.2395 -1.3558 -2.9687  0.12
H28 4.9024 -0.4543 -4.8527  0.12
H29 2.6049 0.2897 -4.5157  0.12
H30 1.5321 -0.5734 -2.4015  0.16
H31 5.4946 -2.6268 2.6523  0.11
H32 5.0249 -2.4555 5.0658  0.11
H33 2.9689 -1.2925 5.8256  0.11
H34 1.3184 -0.4811 4.2575  0.09

Cartesian forces, eV/Å:
-0.226 -0.079 -1.218
0.004 0.106 0.066
-0.203 -0.266 -0.104
0.081 0.307 0.213
-0.063 -0.054 0.002
-0.036 -0.104 0.043
-0.280 0.113 0.052
-0.089 -0.074 -0.015
0.089 0.160 0.007
0.018 -0.105 -0.026
0.006 -0.037 0.000
-0.008 0.019 0.005
0.033 0.024 -0.004
-0.019 0.027 -0.008
0.059 0.000 0.007
-0.001 0.045 -0.030
-0.005 0.043 -0.047
0.029 -0.084 -0.016
-0.001 0.049 0.002
0.032 -0.021 0.015
-0.055 -0.149 0.034
-0.034 0.027 -0.010
-0.021 -0.083 -0.098
-0.024 0.217 0.193
-0.385 -0.225 0.289
0.111 -0.034 0.018
-0.072 0.072 -0.077
0.030 -0.031 0.045
0.027 0.003 -0.009
-0.049 0.006 -0.005
-0.069 0.017 -0.096
0.223 0.057 0.098
0.017 0.099 0.027
0.151 -0.121 0.024
0.010 -0.006 -0.001
-0.018 0.005 -0.018
0.009 0.016 0.036
-0.012 -0.035 -0.051
-0.053 -0.037 -0.045
0.004 -0.022 0.053
0.000 -0.033 -0.027
-0.025 0.037 0.031
-0.003 -0.034 -0.038
0.022 0.028 -0.032
0.048 -0.001 0.004
0.006 0.018 -0.022
-0.016 0.012 -0.015
-0.006 -0.008 0.014
-0.085 0.073 -0.030
0.001 0.000 0.007
-0.004 0.018 0.016
-0.017 0.019 -0.004
-0.016 -0.027 -0.026
0.026 0.045 0.035
-0.016 0.004 0.002
-0.012 -0.017 -0.011
0.006 -0.004 -0.001
0.023 0.015 0.008
0.302 -0.205 -0.035
0.167 0.020 -0.322
-0.183 -0.047 0.380
-0.130 0.029 0.014
0.032 -0.043 0.010
0.148 -0.121 -0.086
-0.421 -0.176 0.377
0.148 0.655 -0.434
0.115 -0.028 0.550
0.281 -0.015 -0.552
0.154 -0.027 0.395
0.174 -0.092 -0.268
-0.242 0.123 -0.080
0.112 0.129 0.252
0.033 -0.141 0.553
0.045 -0.023 0.020
-0.008 0.008 -0.029
0.002 0.026 0.003
0.045 -0.032 -0.004
0.029 -0.023 -0.027
0.026 0.002 0.001
0.015 0.006 0.040
0.010 -0.020 -0.022

As for the lowest unoccupied orbital energy (alpha / beta): -4.352 / -4.419 eV. For the HOMO energy (alpha / beta), the calculation gives -9.0602 / -8.9847 eV. As for the HOMO-LUMO gap (alpha / beta): 4.7 / 4.6 eV. The total charge is +1. For the energy, the calculation gives -101175.032 eV.

- Look up the energy of the second one.
  -101175.032 eV